Molecular formula: C12H12N4O3
Method: DFT, the ωB97M-V functional and the def2-TZVPD basis

Each atom is followed by the atoms it is bonded to, with distances in Å.
Positions of all 31 atoms, in Å:
1 O 2.227 2.986 -2.101  C7 1.228
2 N -3.273 0.231 0.977  O6 1.408, C8 1.300
3 N -1.663 0.322 2.530  C8 1.403, C9 1.290
4 N -0.064 1.764 0.389  O5 1.441, C10 1.298
5 O 0.474 2.610 -0.645  N4 1.441, C7 1.382
6 O -3.743 -0.364 2.163  N2 1.408, C9 1.382
7 C 1.714 2.341 -1.191  O1 1.228, O5 1.382, C19 1.533
8 C -2.055 0.619 1.217  N2 1.300, N3 1.403, C10 1.493
9 C -2.683 -0.275 3.046  N3 1.290, O6 1.382, C18 1.494
10 C -1.297 1.405 0.199  N4 1.298, C8 1.493, N17 1.389
11 C 1.271 -2.584 -2.266  C12 1.383, C13 1.429, H20 1.091
12 C 1.124 -2.265 -0.929  C11 1.383, C14 1.386, H21 1.069
13 C 1.855 -1.628 -3.153  C11 1.429, C15 1.421, H22 1.095
14 C 1.482 -1.027 -0.419  C12 1.386, C16 1.388, H23 1.110
15 C 2.301 -0.407 -2.579  C13 1.421, C16 1.397, H24 1.103
16 C 2.124 -0.100 -1.228  C14 1.388, C15 1.397, C19 1.519
17 N -1.916 1.842 -0.966  C10 1.389, H25 1.016, H26 1.025
18 C -2.614 -0.936 4.385  C9 1.494, H27 1.072, H28 1.111, H29 1.111
19 C 2.604 1.218 -0.646  C7 1.533, C16 1.519, H30 1.098, H31 1.089
20 H 0.967 -3.578 -2.595  C11 1.091
21 H 0.718 -2.973 -0.239  C12 1.069
22 H 2.020 -1.814 -4.219  C13 1.095
23 H 1.360 -0.815 0.664  C14 1.110
24 H 2.768 0.284 -3.301  C15 1.103
25 H -2.840 1.497 -1.211  N17 1.016
26 H -1.328 2.308 -1.665  N17 1.025
27 H -3.602 -1.065 4.779  C18 1.072
28 H -2.059 -1.899 4.371  C18 1.111
29 H -2.056 -0.274 5.080  C18 1.111
30 H 2.536 1.170 0.449  C19 1.098
31 H 3.647 1.407 -0.897  C19 1.089

orbital gap: 0.3421 hartree
spin multiplicity: 1
total energy: -24738.92852 eV
structure (SMILES): Cc1nc(/C(N)=N/OC(=O)Cc2ccccc2)no1
relative energy (zero: lowest compared OMol25 entry of this formula, charge and spin): 0.00 kJ/mol
F_max: 3.47 eV Å⁻¹

Results of the Mulliken charge analysis, in e, for atoms 1 through 6:
1. O -0.57
2. N -0.35
3. N -0.49
4. N -0.50
5. O -0.25
6. O -0.17